1.
Computed, not measured: a cluster of 3 separate species, C17H33N5O5 in total, with ωB97M-V/def2-TZVPD.

Results
- HOMO level (eV) = -8.39
- E (eV) = -35847.55670
- SMILES = N#CC[C@H](C#N)N=C=O.COCCNCCOC.COCCNCCOC
- gap between HOMO and LUMO (eV) = 8.5

The geometry in XYZ format:
```
60
Properties=species:S:1:pos:R:3:forces:R:3:nbo_charge:R:1
N -4.3616 3.6823 -3.8653 -0.2 0.0 0.3 -0.2993
C -4.9162 4.6789 -3.9935 -0.6 1.2 -1.1 0.2746
C -5.5061 6.0123 -4.4184 1.0 -0.4 0.3 -0.4899
C -4.3067 7.0306 -4.5642 0.7 -0.4 -0.4 -0.1006
C -3.6190 6.7681 -5.9125 -1.4 0.2 1.1 0.2095
N -3.1780 6.4281 -6.9162 0.1 0.2 0.1 -0.2595
N -3.3125 6.8065 -3.4679 0.4 0.7 -1.3 -0.5692
C -2.1969 6.4306 -3.8572 -1.0 -1.5 1.1 0.8847
O -1.2373 5.8300 -4.0897 0.4 0.9 -0.1 -0.4373
H -5.9589 5.9273 -5.4256 0.0 -0.2 0.7 0.2697
H -6.2424 6.3504 -3.6672 0.4 -0.1 -0.4 0.2638
H -4.6548 8.0789 -4.5108 0.1 -0.6 -0.2 0.2544
C -0.2289 3.1133 -1.7843 0.0 0.0 0.2 -0.2448
O -1.0978 3.0585 -0.6660 0.0 0.0 -0.3 -0.5576
C -2.4630 2.8266 -1.0083 -0.2 0.0 0.4 -0.0788
C -2.9015 1.4297 -0.5963 0.3 0.0 -0.2 -0.2418
N -2.2739 0.4045 -1.4266 0.0 0.0 0.2 -0.6201
C -2.4193 -0.9567 -0.9163 0.2 0.1 -0.1 -0.2489
C -1.8238 -1.2836 0.4567 -0.1 -0.4 -0.1 -0.0825
O -0.4044 -1.2682 0.5003 -0.3 0.3 0.1 -0.5580
C 0.1735 0.0184 0.6599 0.2 -0.2 -0.1 -0.2477
H 0.7329 3.4944 -1.4404 -0.1 0.0 0.1 0.1900
H -0.0665 2.1194 -2.2123 0.0 0.0 -0.2 0.1566
H -0.6132 3.7869 -2.5544 0.0 -0.1 0.0 0.1776
H -2.6566 3.0123 -2.0675 0.1 -0.1 0.0 0.1974
H -3.0531 3.5517 -0.4382 0.0 0.0 0.0 0.1789
H -3.9885 1.3511 -0.6945 0.0 0.0 0.0 0.1927
H -2.6425 1.3048 0.4619 -0.1 0.1 0.1 0.1640
H -1.2866 0.6101 -1.5075 -0.1 0.0 0.0 0.3508
H -1.9468 -1.6172 -1.6484 0.0 -0.1 0.1 0.2042
H -3.4850 -1.2102 -0.9066 0.0 0.0 0.1 0.1902
H -2.1109 -2.3129 0.6918 0.0 0.0 0.0 0.1891
H -2.2424 -0.6653 1.2586 0.1 0.2 -0.1 0.1636
H -0.4442 0.6763 1.2753 -0.1 0.0 -0.1 0.1776
H 0.3640 0.4757 -0.3130 -0.1 0.2 0.1 0.1635
H 1.1398 -0.1053 1.1502 -0.1 -0.1 0.0 0.1875
C 5.8855 -4.6706 4.2683 0.0 -0.2 -0.2 -0.2433
O 4.7299 -5.4383 3.9835 0.1 0.2 0.2 -0.5535
C 3.5885 -5.0707 4.7530 -0.4 -0.3 -0.2 -0.0697
C 2.5425 -4.3776 3.8931 0.3 0.2 0.0 -0.2430
N 2.9837 -3.0479 3.4806 0.0 -0.2 0.0 -0.6275
C 2.1660 -2.4404 2.4297 0.2 0.0 0.0 -0.2494
C 2.0748 -3.1528 1.0775 -0.1 0.3 -0.1 -0.1018
O 3.2872 -3.1531 0.3337 -0.1 -0.3 0.1 -0.5478
C 4.2145 -4.1601 0.6964 0.1 0.3 -0.2 -0.2435
H 6.7353 -5.1579 3.7903 -0.1 0.0 0.0 0.1923
H 5.8021 -3.6582 3.8617 0.1 0.1 0.1 0.1578
H 6.0748 -4.6213 5.3444 0.0 0.1 0.0 0.1703
H 3.8606 -4.4626 5.6210 0.1 0.1 -0.1 0.1754
H 3.1562 -6.0026 5.1309 0.0 0.0 0.0 0.1834
H 1.6140 -4.2828 4.4645 0.0 0.0 0.0 0.1909
H 2.3488 -5.0241 3.0295 -0.1 -0.2 0.1 0.1697
H 3.9366 -3.1100 3.1462 0.0 0.0 0.0 0.3496
H 2.5785 -1.4436 2.2526 0.0 0.0 0.0 0.1973
H 1.1526 -2.2968 2.8196 0.0 -0.1 -0.1 0.1959
H 1.3605 -2.5963 0.4716 0.0 0.0 0.0 0.2230
H 1.6692 -4.1680 1.1600 0.2 -0.1 0.1 0.1576
H 3.7217 -5.0811 1.0174 0.0 0.0 0.1 0.1721
H 4.8888 -3.7986 1.4767 0.0 -0.2 0.1 0.1539
H 4.8270 -4.3843 -0.1787 -0.1 0.0 0.0 0.1859
```
Positions in Å, forces in eV/Å.

---

2.
Computed, not measured: the molecule C17H33NO2, with ωB97M-V/def2-TZVPD.

Results
- HOMO level (eV) = -8.22
- E (eV) = -23750.28386
- SMILES = COC(=O)CCCCCCCCCCN1CCCCC1
- ΔE to the lowest compared entry with this formula, charge and spin (kcal per mole) = 3.7
- gap between HOMO and LUMO (eV) = 9.1

The geometry in XYZ format:
```
53
Properties=species:S:1:pos:R:3:forces:R:3:nbo_charge:R:1
C 2.6555 4.3393 -4.9237 0.0 0.4 -0.1 -0.2634
O 2.0502 3.0545 -4.8984 0.2 -0.3 0.2 -0.5121
C 0.8193 2.9682 -5.4225 0.0 -0.3 -0.1 0.7988
O 0.2376 3.9053 -5.9005 -0.1 0.1 0.0 -0.6027
C 0.2799 1.5619 -5.3177 -0.1 0.1 0.1 -0.5069
C -0.9669 1.5368 -4.4255 0.1 0.2 0.1 -0.3787
C -0.7133 2.0511 -3.0076 0.0 -0.4 -0.1 -0.4000
C 0.2821 1.1997 -2.2216 0.0 0.3 0.1 -0.3966
C 0.4535 1.6595 -0.7719 -0.2 -0.3 -0.1 -0.3932
C -0.7571 1.3521 0.1070 0.2 0.3 0.1 -0.3999
C -0.5978 1.8446 1.5465 0.0 -0.1 0.0 -0.3925
C 0.5457 1.2002 2.3348 -0.1 -0.1 -0.1 -0.3930
C 0.4971 -0.3254 2.4163 -0.2 0.1 0.2 -0.4284
C -0.7693 -0.8431 3.1165 0.2 0.1 -0.2 -0.2010
N -0.8405 -2.2703 3.3462 0.0 -0.1 0.0 -0.4518
C -0.8827 -3.0757 2.1431 -0.3 -0.2 0.0 -0.2173
C -1.3465 -4.4875 2.4951 0.3 0.0 -0.2 -0.4005
C -0.3934 -5.1080 3.5109 -0.3 0.1 0.1 -0.3966
C -0.2903 -4.1906 4.7247 0.3 0.0 -0.1 -0.4004
C 0.1335 -2.7916 4.2825 -0.1 -0.1 0.2 -0.2173
H 2.0504 5.0541 -4.3621 0.1 0.0 0.0 0.1922
H 3.6348 4.2253 -4.4664 0.0 0.0 0.0 0.1950
H 2.7501 4.6935 -5.9521 0.0 0.0 0.1 0.1939
H 1.0587 0.9089 -4.9281 0.0 0.0 -0.1 0.2230
H 0.0038 1.2312 -6.3207 0.1 0.0 0.0 0.2364
H -1.7316 2.1611 -4.8919 0.0 -0.1 0.0 0.2179
H -1.3442 0.5131 -4.3796 0.0 0.0 0.0 0.2034
H -1.6702 2.0682 -2.4830 0.0 0.1 0.0 0.2050
H -0.3481 3.0794 -3.0569 0.0 0.1 0.1 0.1963
H -0.0467 0.1573 -2.2317 0.0 -0.1 0.0 0.1921
H 1.2561 1.2494 -2.7116 0.0 -0.1 -0.1 0.2040
H 0.6483 2.7345 -0.7563 0.1 0.1 0.0 0.1946
H 1.3297 1.1584 -0.3567 0.1 0.1 0.1 0.1996
H -0.9432 0.2767 0.1018 -0.1 -0.1 -0.1 0.1921
H -1.6410 1.8364 -0.3129 -0.1 -0.1 0.0 0.2017
H -0.4282 2.9245 1.5287 -0.1 0.0 0.0 0.2012
H -1.5364 1.6744 2.0776 0.0 0.1 0.0 0.1998
H 1.4990 1.4944 1.8904 0.0 0.1 0.1 0.2008
H 0.5249 1.6053 3.3501 0.1 0.0 0.0 0.2006
H 0.5616 -0.7517 1.4143 0.1 -0.1 -0.1 0.1953
H 1.3726 -0.6632 2.9761 0.0 -0.1 -0.1 0.2043
H -0.8611 -0.3530 4.0912 -0.1 0.1 0.0 0.1902
H -1.6482 -0.5763 2.5233 0.0 0.1 0.1 0.1904
H -1.5871 -2.6165 1.4446 0.1 0.0 0.0 0.1988
H 0.1044 -3.1364 1.6484 0.0 0.0 0.0 0.1572
H -2.3473 -4.4303 2.9256 -0.1 0.0 0.0 0.2022
H -1.3927 -5.0961 1.5900 0.0 0.0 0.0 0.2038
H -0.7476 -6.0963 3.8101 0.1 0.0 0.0 0.2076
H 0.5947 -5.2266 3.0586 0.1 -0.1 0.0 0.1917
H -1.2639 -4.1243 5.2123 0.0 0.0 0.1 0.2022
H 0.4314 -4.5838 5.4431 0.0 0.0 0.1 0.2040
H 0.1740 -2.1236 5.1467 0.1 0.0 0.0 0.1996
H 1.1467 -2.8488 3.8431 0.0 0.0 0.0 0.1564
```
Positions in Å, forces in eV/Å.

---

3.
Computed, not measured: a structure of composition C17H33NO3P2Sn, with ωB97M-V/def2-TZVPD.

Results
- HOMO level (eV) = -5.35
- E (eV) = -50200.37164
- ΔE to the lowest compared entry with this formula, charge and spin (kcal per mole) = 67.4
- gap between HOMO and LUMO (eV) = 4.5

The geometry in XYZ format:
```
57
Properties=species:S:1:pos:R:3:forces:R:3:nbo_charge:R:1
Sn 0.0291 -0.5201 0.1333 -2.4 4.6 -3.8 1.5392
P 2.6638 -0.4084 -0.0646 -0.6 0.9 -1.1 0.9783
P -2.5537 0.0267 0.2609 -0.5 -0.6 -0.4 1.0203
N -0.1261 0.0196 -1.7874 -0.1 -3.1 2.0 -1.1600
H 0.8779 -1.3466 1.1478 1.4 -3.6 3.2 -0.2415
C 3.1622 -1.8723 -1.0175 0.6 0.0 0.1 -0.9508
H 4.2599 -1.9411 -0.9787 -0.2 -0.3 -0.2 0.2276
H 2.8245 -1.7648 -2.0602 0.1 0.0 0.4 0.2754
H 2.7140 -2.7799 -0.5854 0.2 0.3 -0.2 0.2313
C 3.5802 -0.3990 1.4917 0.4 -0.2 0.0 -0.9629
H 4.6435 -0.5426 1.2567 -0.1 0.0 0.4 0.2354
H 3.2173 -1.2146 2.1311 0.2 0.2 -0.1 0.2432
H 3.4335 0.5572 2.0133 0.0 -0.3 -0.2 0.2567
C 3.1808 1.0563 -1.0070 0.6 -0.1 0.0 -0.9518
H 4.2752 1.1350 -0.9459 -0.2 0.2 -0.2 0.2202
H 2.7160 1.9574 -0.5823 0.1 -0.3 -0.1 0.2739
H 2.8660 0.9599 -2.0549 0.0 0.0 0.3 0.2780
C -3.4976 -1.2803 -0.6024 -0.2 0.0 0.0 -0.9498
H -4.5777 -1.0886 -0.4973 0.3 -0.1 -0.1 0.2200
H -3.2458 -2.2621 -0.1797 -0.1 0.4 -0.1 0.2628
H -3.2131 -1.2725 -1.6640 -0.1 0.0 0.3 0.2639
C -3.2825 0.0344 1.9284 -0.4 0.1 0.2 -0.9593
H -4.3788 0.0434 1.8390 0.2 0.0 0.2 0.2299
H -2.9545 0.9257 2.4788 -0.1 -0.2 -0.1 0.2435
H -2.9708 -0.8589 2.4854 -0.1 0.2 -0.2 0.2396
C -3.1597 1.5519 -0.5337 0.0 0.2 0.1 -0.9512
H -4.2441 1.6551 -0.3666 0.3 0.0 0.0 0.2278
H -2.9573 1.5096 -1.6130 0.1 0.0 0.3 0.2775
H -2.6384 2.4232 -0.1155 -0.1 -0.2 -0.2 0.2549
C -0.0916 1.0235 -2.6313 0.4 2.2 -0.5 0.1839
C -0.0587 1.8386 -4.9526 -0.1 0.1 -0.2 -0.1870
C -0.1200 0.7956 -4.0537 0.0 0.1 0.8 -0.3182
C -0.0200 2.4171 -2.2193 -0.1 -0.7 -0.3 -0.3118
C 0.0170 3.4388 -3.1549 0.0 0.2 0.3 -0.2159
C 0.0047 3.1604 -4.5216 0.1 0.9 -0.5 -0.3350
H -0.0623 1.6271 -6.0250 0.0 0.0 0.3 0.1965
H -0.1787 -0.2325 -4.3783 0.0 -0.1 -0.1 0.2006
H 0.0134 2.6304 -1.1442 0.0 -0.1 -0.4 0.2056
H 0.0591 4.4826 -2.7905 0.0 -0.6 -0.3 0.1965
H 0.0485 3.9918 -5.2467 0.0 -0.6 0.4 0.1970
C -0.1811 -2.8053 1.4349 -3.3 -0.7 -1.9 0.5854
O -1.0512 -2.5208 0.4403 2.2 -0.4 1.9 -0.8281
C 0.5833 -4.1038 1.2404 0.4 0.4 0.1 -0.7084
H 1.0155 -4.4868 2.1612 0.1 0.2 0.1 0.2173
H 1.3723 -4.0281 0.4968 -0.1 0.0 -0.2 0.2353
H -0.1499 -4.8430 0.8951 0.0 0.3 -0.1 0.2647
C -0.6742 -2.5353 2.8422 0.5 0.4 0.3 -0.7343
H -1.7180 -2.8753 2.9279 0.3 0.0 -0.3 0.2507
H -0.6341 -1.4715 3.1035 -0.1 -0.2 -0.1 0.2609
H -0.0815 -3.0749 3.5857 0.0 0.1 -0.1 0.2211
C 0.1386 2.0204 3.7761 -0.1 -0.1 0.4 -0.2818
O -0.0468 0.8921 2.8902 0.2 0.9 0.4 -0.5570
C 0.1833 1.1956 1.6023 0.4 0.5 -2.0 0.4588
O 0.4466 2.3199 1.1815 -0.3 -1.1 1.4 -0.6508
H 1.1723 2.3820 3.7324 -0.3 0.0 -0.1 0.1935
H -0.0767 1.6244 4.7624 0.0 0.1 0.1 0.1903
H -0.5539 2.8334 3.5349 0.2 -0.2 0.0 0.1982
```
Positions in Å, forces in eV/Å.

---

4.
Computed, not measured: a structure of composition C17H34B2F2N10NaO3P2, with ωB97M-V/def2-TZVPD.

Results
- HOMO level (eV) = -4.72
- charge = -1
- E (eV) = -69018.20702
- ΔE to the lowest compared entry with this formula, charge and spin (kcal per mole) = 2.5
- gap between HOMO and LUMO (eV) = 7.0

The geometry in XYZ format:
```
71
Properties=species:S:1:pos:R:3:forces:R:3:mulliken_charge:R:1
Na 9.2535 11.9783 8.0785 0.2 -0.3 0.2 1.3041
C 10.2946 12.3495 12.6302 -0.6 0.9 0.0 -0.8451
C 10.2686 11.6299 11.4248 0.7 0.0 -0.3 -0.4284
N 9.9641 12.4292 10.3930 -0.8 -0.9 0.7 -0.2257
N 9.6317 13.6231 10.9207 0.3 0.5 -0.1 0.3483
C 9.7967 13.6307 12.2641 1.0 -1.4 0.1 -0.3015
B 9.4858 14.8580 9.9439 -0.5 0.3 1.0 0.0502
N 8.1229 14.8023 9.1649 0.4 -0.7 -0.7 0.1775
C 7.1031 15.6716 9.1934 -0.1 0.7 -0.3 -0.1688
C 6.1032 15.2163 8.3452 -0.1 0.0 -0.2 -0.8494
C 6.6119 14.0150 7.8003 1.2 1.0 1.4 -0.4169
N 7.8611 13.7855 8.2924 -1.8 0.5 0.1 -0.3427
N 10.6902 14.8844 9.0142 0.9 -0.9 -1.6 0.0844
C 11.7205 15.7707 8.9615 0.0 -0.7 0.1 -0.1352
C 12.5828 15.3814 7.9472 -0.8 -0.5 0.0 -0.8784
C 11.9553 14.2320 7.3553 0.4 1.2 1.9 -0.4838
N 10.8715 13.8950 8.0447 -0.2 1.3 -0.1 -0.0892
H 10.7237 12.0017 13.5813 -0.7 0.3 -0.5 0.3320
H 10.4938 10.5560 11.2810 -0.1 0.9 -0.1 0.4216
H 9.6125 14.5052 12.8738 0.1 0.0 -0.3 0.4031
H 9.4860 15.8957 10.6273 0.0 -0.6 -0.4 -0.1900
H 7.2038 16.6464 9.6850 -0.1 -0.7 0.0 0.3757
H 5.1641 15.7202 8.1017 0.4 -0.3 0.2 0.3432
H 6.0992 13.3464 7.1343 0.3 -0.3 -0.2 0.4594
H 11.8050 16.5545 9.7187 -0.1 -0.3 -0.5 0.3874
H 13.5626 15.7706 7.7488 0.0 0.2 -0.2 0.3620
H 12.3452 13.6707 6.5301 -0.2 -0.4 -0.1 0.4690
C 6.4367 9.7463 10.3076 0.9 -1.4 -0.2 -1.1266
N 7.3009 8.6415 9.8732 0.2 0.0 -0.8 0.5657
C 7.6396 7.6386 10.8780 -0.5 -0.5 -0.7 -0.9966
P 7.8403 8.6255 8.2359 -1.0 -2.1 2.4 0.1882
O 8.3053 9.9739 7.8736 0.5 1.6 -0.8 -0.6753
O 8.7033 7.4155 8.1609 0.4 -0.2 -0.5 -0.9378
P 12.2743 7.6398 7.6886 -1.7 2.1 0.2 0.1454
O 13.6226 8.6966 7.6110 0.7 0.3 0.0 -0.3799
N 13.1202 6.3403 8.3057 1.2 -1.3 -0.3 0.1695
C 14.4397 6.2172 8.9577 -0.4 1.5 -1.1 -0.9945
C 12.4270 5.0793 8.1762 0.2 -1.2 0.3 -0.9737
N 11.8737 7.3088 6.0779 0.6 -0.7 0.8 0.2662
C 12.8537 6.7206 5.1831 0.3 0.2 -0.2 -0.9249
C 10.5760 7.7849 5.5227 1.7 0.3 -0.6 -0.5590
N 6.3718 8.3542 7.4040 0.6 -0.2 0.7 0.4183
C 5.6841 7.1211 7.6532 0.0 -1.2 0.8 -0.9979
C 6.1872 8.9987 6.1483 0.0 1.3 -0.1 -0.8567
H 7.0735 10.4651 10.7943 -0.1 0.9 0.3 0.1967
H 5.7324 9.3341 11.0121 -0.5 0.0 0.5 0.3976
H 5.8699 10.1542 9.4781 0.2 0.2 -0.2 0.2802
H 8.1237 8.0442 11.7714 0.1 0.3 0.0 0.3331
H 8.2958 6.8340 10.4729 -0.5 0.8 0.0 0.2111
H 6.6982 7.1471 11.2096 0.3 0.1 0.1 0.2896
H 15.0247 5.3850 8.5578 -0.2 -0.2 0.1 0.3894
H 14.3208 6.1437 10.0368 0.1 -0.2 0.1 0.3252
H 15.0009 7.1276 8.7030 -0.1 -0.2 0.4 0.2681
H 11.3713 5.1163 8.4630 0.0 0.2 0.1 0.2144
H 12.9557 4.3728 8.8741 -0.7 0.4 -0.8 0.4296
H 12.4386 4.6638 7.1396 0.2 0.2 0.6 0.2626
H 13.5577 6.0737 5.7648 -0.5 0.5 -0.5 0.2877
H 13.4451 7.5120 4.6810 0.0 -0.4 0.1 0.2642
H 12.3607 6.1333 4.3884 0.2 0.0 0.4 0.3099
H 9.7870 7.6849 6.2473 -0.3 0.0 0.4 0.0550
H 10.4010 7.1497 4.6421 -0.3 0.2 0.2 0.2856
H 10.6894 8.8434 5.1869 -0.3 -0.6 0.1 0.2212
H 6.0231 6.5884 8.5844 0.0 0.9 -0.8 0.2048
H 5.7997 6.3565 6.8730 0.1 0.2 -0.3 0.3533
H 4.6105 7.2620 7.7956 -0.2 0.2 -0.1 0.3082
H 6.4260 10.0656 6.3492 -0.2 -0.5 -0.6 0.0948
H 5.1537 8.9186 5.8241 -0.3 0.0 0.0 0.3675
H 6.8151 8.6738 5.3032 0.1 -0.3 0.2 0.2342
F 15.1181 10.4214 8.1909 -0.3 -0.4 -0.1 -0.2800
B 13.9211 10.0092 7.7243 0.2 -0.9 0.0 0.2943
F 13.1303 10.9877 7.3253 -0.5 0.3 -0.2 -0.0915
```
Positions in Å, forces in eV/Å.